This record from OMol25 describes a single C4H9B molecule. The level of theory is ωB97M-V/def2-TZVPD.

XYZ file:
```
14
Properties=species:S:1:pos:R:3:mulliken_charge:R:1
C 1.994 0.254 0.200 -0.8926
C 0.946 -0.751 -0.166 -0.5067
B -0.499 -0.255 -0.223 0.1480
C -1.651 0.845 -0.101 -0.4283
C -2.166 -0.527 0.219 -0.8104
H 1.892 0.452 1.270 0.2705
H 3.087 -0.085 0.341 0.3176
H 1.719 1.232 -0.346 0.2311
H 1.293 -1.325 -0.985 0.3915
H 0.865 -1.559 0.613 0.2618
H -1.803 1.739 0.623 0.2218
H -1.891 1.276 -1.061 0.2636
H -2.953 -0.890 -0.369 0.2831
H -2.075 -0.742 1.253 0.2491
```

Highest occupied orbital energy in eV: -8.3830
HOMO-LUMO gap in eV: 9.03
E_LUMO in eV: 0.65
Net charge: 0
Energy relative to the best compared isomer or geometry (same formula, charge and spin) in kcal per mole: 42.17
SMILES: CCB1CC1

This record from OMol25 describes a 2-piece molecular cluster, C3H13N2O overall. The level of theory is ωB97M-V/def2-TZVPD.

XYZ file:
```
19
Properties=species:S:1:pos:R:3:mulliken_charge:R:1
N 0.945 -1.411 -0.432 -0.1602
C 0.331 -0.432 -1.465 -0.7649
C -1.082 -0.121 -1.079 -0.5145
N -1.116 0.655 0.375 -0.5096
C -0.243 1.820 0.589 -0.9965
H 0.942 -0.869 0.502 0.2106
H 0.522 -2.246 -0.234 0.2975
H 1.857 -1.621 -0.669 0.3561
H 1.025 0.416 -1.386 0.4272
H 0.451 -1.045 -2.301 0.4078
H -1.651 0.361 -1.831 0.4515
H -1.540 -1.096 -0.950 0.3483
H -2.042 0.960 0.252 0.2778
H -0.368 2.756 0.014 0.4123
H 0.657 1.502 0.123 0.2664
H 0.066 2.463 1.317 0.4229
H 0.466 -1.123 3.120 0.3513
H -0.007 -0.330 1.790 0.4281
O 0.786 -0.640 2.264 -0.7123
```

Highest occupied orbital energy in eV: -13.7344
HOMO-LUMO gap in eV: 10.54
E_LUMO in eV: -3.19
Net charge: +1
Energy relative to the best compared isomer or geometry (same formula, charge and spin) in kcal per mole: 78.50

This record from OMol25 describes C6H8N2 as an isolated structure. The level of theory is ωB97M-V/def2-TZVPD.

XYZ file:
```
16
Properties=species:S:1:pos:R:3:mulliken_charge:R:1
C -1.716 -0.467 -0.001 -0.0429
C -0.623 -0.077 0.879 0.1082
C -0.298 1.438 0.440 -0.4838
C 1.006 1.317 -0.690 -0.4631
C 1.066 -0.212 -0.647 -0.1487
C 0.895 -0.762 0.801 -0.1712
H -1.300 -0.271 1.762 0.3369
H 0.442 1.655 1.607 0.1695
H -1.431 1.949 0.355 0.3829
H 2.072 2.072 -0.380 0.2559
H 0.458 1.676 -1.753 0.2538
H 0.234 -0.622 -1.277 0.3285
H 2.917 -1.148 -0.125 0.3451
H 1.503 0.047 1.513 0.1309
N -2.757 -0.558 -0.677 -0.5368
N 1.775 -1.267 -0.236 -0.4653
```

Highest occupied orbital energy in eV: -8.7743
HOMO-LUMO gap in eV: 9.32
E_LUMO in eV: 0.55
Net charge: 0
Energy relative to the best compared isomer or geometry (same formula, charge and spin) in kcal per mole: 216.92

This record from OMol25 describes a 2-piece molecular cluster, C2H4ClI overall. The level of theory is ωB97M-V/def2-TZVPD.

XYZ file:
```
8
Properties=species:S:1:pos:R:3:mulliken_charge:R:1
C 0.051 -0.273 0.344 -0.8704
C 1.104 0.284 -0.476 -0.4095
Cl 1.279 2.813 -0.082 -0.3826
I 2.936 -0.386 0.014 0.2325
H 0.373 -1.078 0.896 0.4209
H -0.791 -0.330 -0.275 0.2733
H -0.096 0.517 1.140 0.3094
H 1.032 0.357 -1.591 0.4264
```

Highest occupied orbital energy (alpha / beta) in eV: -9.6049 / -9.6041
HOMO-LUMO gap (alpha / beta) in eV: 7.95 / 7.95
E_LUMO (alpha / beta) in eV: -1.65 / -1.65
Net charge: 0
Energy relative to the best compared isomer or geometry (same formula, charge and spin) in kcal per mole: 48.44

This record from OMol25 describes a 7-piece molecular cluster, C14H42O7 overall. The level of theory is ωB97M-V/def2-TZVPD.

XYZ file:
```
63
Properties=species:S:1:pos:R:3:mulliken_charge:R:1
C -4.150 1.311 -12.851 -0.9591
C -5.586 0.784 -12.776 -0.2376
O -6.079 0.277 -13.973 -0.5146
H -3.479 0.725 -13.477 0.3004
H -3.739 1.488 -11.857 0.3073
H -4.219 2.276 -13.353 0.2465
H -6.251 1.570 -12.419 0.2645
H -5.677 0.092 -11.939 0.2780
H -7.031 0.261 -13.851 0.3146
C -14.006 11.386 -11.098 -1.0098
C -14.161 11.658 -9.609 -0.1846
O -13.204 10.980 -8.872 -0.5161
H -14.371 12.179 -11.752 0.3274
H -14.620 10.570 -11.477 0.2957
H -12.966 11.089 -11.227 0.2948
H -15.179 11.413 -9.307 0.2171
H -14.061 12.731 -9.444 0.2834
H -13.374 10.046 -9.015 0.2923
C -6.549 8.873 -15.701 -0.9580
C -7.912 8.249 -15.126 -0.2111
O -7.995 6.853 -15.271 -0.5210
H -5.806 8.164 -15.337 0.2693
H -6.433 9.924 -15.435 0.3178
H -6.479 8.791 -16.786 0.2792
H -8.647 8.824 -15.689 0.2494
H -8.074 8.511 -14.081 0.2678
H -8.878 6.535 -15.476 0.3066
C -2.011 14.253 -20.041 -1.0137
C -2.293 15.192 -21.175 -0.1924
O -1.225 15.221 -22.135 -0.5147
H -2.812 14.182 -19.305 0.3316
H -1.079 14.532 -19.550 0.2783
H -1.852 13.270 -20.484 0.2727
H -2.503 16.185 -20.778 0.2690
H -3.283 14.981 -21.580 0.2596
H -1.286 16.078 -22.563 0.3097
C -15.294 4.584 -9.141 -1.0087
C -13.933 4.663 -9.826 -0.1815
O -13.226 5.513 -9.042 -0.5070
H -15.120 3.994 -8.241 0.2658
H -16.023 4.167 -9.836 0.3275
H -15.629 5.573 -8.827 0.2781
H -13.997 5.067 -10.837 0.2860
H -13.448 3.687 -9.793 0.2504
H -12.343 5.636 -9.397 0.2895
C -3.843 17.800 -14.505 -1.0165
C -3.485 18.837 -15.544 -0.1555
O -4.699 19.437 -15.952 -0.5110
H -3.032 17.334 -13.945 0.3263
H -4.402 16.973 -14.944 0.2619
H -4.530 18.218 -13.769 0.3044
H -2.958 18.390 -16.387 0.2673
H -2.787 19.497 -15.029 0.2158
H -5.140 19.877 -15.220 0.3072
C -14.083 7.398 -18.153 -0.9629
C -14.585 6.198 -17.371 -0.2297
O -13.637 5.499 -16.671 -0.5316
H -14.909 8.025 -18.489 0.3144
H -13.633 7.121 -19.107 0.2715
H -13.333 7.931 -17.569 0.2782
H -15.210 5.513 -17.943 0.3139
H -15.327 6.542 -16.651 0.2281
H -13.775 4.550 -16.641 0.3179
```

Highest occupied orbital energy in eV: -10.0569
HOMO-LUMO gap in eV: 10.37
E_LUMO in eV: 0.31
Net charge: 0
Energy relative to the best compared isomer or geometry (same formula, charge and spin) in kcal per mole: 86.99
SMILES: CCO.CCO.CCO.CCO.CCO.CCO.CCO

This record from OMol25 describes C4H8N3 as an isolated structure. The level of theory is ωB97M-V/def2-TZVPD.

XYZ file:
```
15
Properties=species:S:1:pos:R:3:mulliken_charge:R:1
C -4.546 -0.209 -0.272 -0.3082
C 2.904 0.496 0.166 -0.6161
C 1.762 0.235 -0.775 -0.3462
C 1.968 -0.123 1.171 0.0715
N -2.161 -0.359 -0.137 -0.6727
N -3.284 -0.308 -0.279 0.4358
N 1.043 -0.261 0.294 0.0694
H -5.040 0.446 -0.995 0.2259
H -5.047 -0.934 0.187 0.2642
H 3.790 0.001 -0.034 0.3256
H 3.042 1.504 0.344 0.3005
H 1.273 1.160 -1.013 0.3212
H 2.046 -0.598 -1.445 0.2981
H 2.112 -0.384 2.281 0.3604
H 0.137 -0.664 0.508 0.2706
```

Highest occupied orbital energy in eV: -11.7550
HOMO-LUMO gap in eV: 7.10
E_LUMO in eV: -4.65
Net charge: +1
Energy relative to the best compared isomer or geometry (same formula, charge and spin) in kcal per mole: 130.64

Record-wise maximum force values, in eV/A: 4.30, 5.42, 9.25, 3.97, 3.21, 5.56